Record 1
Entry from the OMol25 dataset: the ion C5H14N2O5P with charge +1 (ωB97M-V/def2-TZVPD).

Energy ... -27913.722 eV
Total charge ... +1
SMILES ... C[C@H]([NH3+])O[P@](=O)(O)NCCOC=O
HOMO ... -0.501 Ha
ΔE to the lowest compared entry with this formula, charge and spin ... 0.0 kcal per mole
Gap between HOMO and LUMO ... 10.9715 eV

Bonds (Å) are listed after each position.
Geometry (Å):
1 C 2.39 -2.25 0.37  C2 1.489, H14 1.060, H15 1.109, H16 1.036
2 C 1.70 -2.07 -0.94  C1 1.489, N3 1.540, O4 1.422, H17 1.107
3 N 2.17 -0.92 -1.86  C2 1.540, H18 1.169, H19 1.002, H20 1.027
4 O 0.35 -1.69 -0.73  C2 1.422, P5 1.586
5 P -0.12 -0.50 0.20  O4 1.586, O6 1.482, O7 1.538, N8 1.660
6 O 0.90 0.52 -0.13  P5 1.482
7 O -0.08 -1.10 1.62  P5 1.538, H21 0.960
8 N -1.58 -0.12 -0.50  P5 1.660, C9 1.413, H22 1.058
9 C -1.81 1.24 -0.79  N8 1.413, C10 1.586, H23 1.111, H24 0.998
10 C -2.70 2.07 0.22  C9 1.586, O11 1.357, H25 1.138, H26 1.097
11 O -1.90 2.93 0.91  C10 1.357, C12 1.335
12 C -1.11 2.45 1.87  O11 1.335, O13 1.236, H27 1.056
13 O -0.98 1.27 2.20  C12 1.236
14 H 1.87 -2.85 1.07  C1 1.060
15 H 2.45 -1.25 0.86  C1 1.109
16 H 3.35 -2.63 0.28  C1 1.036
17 H 1.85 -3.09 -1.35  C2 1.107
18 H 1.82 -0.04 -1.18  N3 1.169
19 H 1.51 -0.85 -2.61  N3 1.002
20 H 3.14 -0.72 -2.10  N3 1.027
21 H -0.38 -0.30 2.05  O7 0.960
22 H -2.36 -0.54 0.09  N8 1.058
23 H -2.34 1.29 -1.76  C9 1.111
24 H -0.93 1.69 -0.70  C9 0.998
25 H -3.27 1.48 1.01  C10 1.138
26 H -3.29 2.72 -0.44  C10 1.097
27 H -0.65 3.28 2.35  C12 1.056

Mulliken population analysis, charges in e, atoms 1 to 8:
1. C -1.327
2. C 0.111
3. N -0.308
4. O -0.560
5. P 0.729
6. O -0.722
7. O -0.471
8. N -0.067

Record 2
Entry from the OMol25 dataset: a cluster of 2 separate species, H3N2O2S in total (ωB97M-V/def2-TZVPD).

Energy ... -17956.033 eV
Total charge ... -1
HOMO (spin up / spin down) ... -0.131 / -0.132 Ha
ΔE to the lowest compared entry with this formula, charge and spin ... 86.9 kcal per mole
Gap between HOMO and LUMO (spin up / spin down) ... 7.0997 / 7.1251 eV

Bonds (Å) are listed after each position.
Geometry (Å):
1 N -0.93 2.07 0.48  H6 1.021
2 N -0.25 -1.21 -0.02  S5 1.781, H7 1.010, H8 0.996
3 O 1.34 0.18 -1.49  S5 1.512
4 O 1.84 -0.36 0.98  S5 1.484
5 S 0.90 0.14 -0.04  N2 1.781, O3 1.512, O4 1.484
6 H -1.42 1.68 -0.32  N1 1.021
7 H -0.40 -1.46 0.95  N2 1.010
8 H -1.08 -1.03 -0.54  N2 0.996

How is the electron density shared among the atoms? According to Mulliken, the charges in e are:
1. N -0.367
2. N -0.558
3. O -0.600
4. O -0.619
5. S 0.536
6. H 0.144
7. H 0.241
8. H 0.223

Record 3
Entry from the OMol25 dataset: a cluster of 2 separate species, C10H14FO2P in total (ωB97M-V/def2-TZVPD).

Energy ... -26697.162 eV
SMILES ... CP(C)COC=O.Fc1ccccc1
HOMO ... -0.308 Ha
Gap between HOMO and LUMO ... 9.2302 eV

Bonds (Å) are listed after each position.
Geometry (Å):
1 C 0.35 -0.12 2.31  P2 1.831, H8 1.090, H9 1.084, H10 1.082
2 P 0.43 1.62 2.89  C1 1.831, C3 1.832, C4 1.820
3 C 1.29 2.60 1.61  P2 1.832, H11 1.086, H12 1.083, H13 1.085
4 C -1.28 2.23 3.09  P2 1.820, O5 1.463, H14 1.085, H15 1.086
5 O -2.27 2.17 2.01  C4 1.463, C6 1.349
6 C -1.89 1.58 0.86  O5 1.349, O7 1.206, H16 1.098
7 O -1.23 2.12 0.00  C6 1.206
8 H 0.10 -0.17 1.25  C1 1.090
9 H -0.41 -0.67 2.85  C1 1.084
10 H 1.32 -0.57 2.46  C1 1.082
11 H 1.69 1.95 0.83  C3 1.086
12 H 0.67 3.36 1.16  C3 1.083
13 H 2.13 3.08 2.09  C3 1.085
14 H -1.70 1.70 3.94  C4 1.085
15 H -1.18 3.27 3.37  C4 1.086
16 H -2.29 0.57 0.72  C6 1.098
17 F 0.20 -2.97 -0.09  C18 1.350
18 C 0.28 -2.51 -1.36  F17 1.350, C19 1.380, C23 1.380
19 C 0.88 -1.30 -1.60  C18 1.380, C20 1.387, H24 1.082
20 C 0.96 -0.83 -2.90  C19 1.387, C21 1.388, H25 1.081
21 C 0.43 -1.58 -3.94  C20 1.388, C22 1.388, H26 1.081
22 C -0.17 -2.80 -3.68  C21 1.388, C23 1.387, H27 1.081
23 C -0.25 -3.28 -2.38  C18 1.380, C22 1.387, H28 1.082
24 H 1.28 -0.73 -0.77  C19 1.082
25 H 1.43 0.12 -3.11  C20 1.081
26 H 0.49 -1.22 -4.96  C21 1.081
27 H -0.59 -3.39 -4.49  C22 1.081
28 H -0.71 -4.23 -2.15  C23 1.082

Mulliken population analysis, charges in e, atoms 1 to 8:
1. C -0.740
2. P 0.126
3. C -0.876
4. C -0.601
5. O -0.361
6. C 0.127
7. O -0.443
8. H -0.045

Record 4
Entry from the OMol25 dataset: a cluster of 3 separate species, ClH2NO2Si in total (ωB97M-V/def2-TZVPD).

Energy ... -26014.581 eV
HOMO ... -0.351 Ha
ΔE to the lowest compared entry with this formula, charge and spin ... 38.8 kcal per mole
Gap between HOMO and LUMO ... 8.7527 eV

Bonds (Å) are listed after each position.
Geometry (Å):
1 N -0.44 2.66 0.47  O2 1.188, O3 1.369
2 O -1.12 2.75 -0.51  N1 1.188
3 O 0.21 1.49 0.72  N1 1.369, Si4 1.649
4 Si 0.23 -0.04 0.10  O3 1.649, Cl5 1.994
5 Cl 1.59 0.02 -1.36  Si4 1.994
6 H -0.18 -3.79 0.57  no bonds
7 H -0.29 -3.09 0.01  no bonds

How is the electron density shared among the atoms? According to Mulliken, the charges in e are:
1. N 0.398
2. O -0.343
3. O -0.083
4. Si 0.186
5. Cl -0.154
6. H 0.180
7. H -0.185

Record 5
Entry from the OMol25 dataset: the molecule C5H9NOSe (ωB97M-V/def2-TZVPD).

Energy ... -74210.799 eV
HOMO (spin up / spin down) ... -0.277 / -0.281 Ha
ΔE to the lowest compared entry with this formula, charge and spin ... 70.8 kcal per mole
Gap between HOMO and LUMO (spin up / spin down) ... 4.8836 / 4.9982 eV

Bonds (Å) are listed after each position.
Geometry (Å):
1 C 0.76 1.52 -0.17  C5 1.405, N6 1.369, O7 1.214
2 C -0.55 -1.28 -0.40  C3 1.583, C4 1.512, H9 1.192, H10 1.081
3 C 0.89 -0.86 0.10  C2 1.583, C5 1.466, H11 1.159, H12 1.146
4 C -1.45 -0.24 -1.02  C2 1.512, Se8 2.008, H13 1.058, H14 1.123
5 C 1.01 0.46 0.72  C1 1.405, C3 1.466, H15 1.047
6 N 0.73 2.75 0.44  C1 1.369, H16 1.061, H17 0.991
7 O 0.70 1.41 -1.38  C1 1.214
8 Se -2.37 1.02 0.24  C4 2.008
9 H -0.21 -1.92 -1.35  C2 1.192
10 H -1.18 -1.80 0.31  C2 1.081
11 H 1.30 -1.70 0.78  C3 1.159
12 H 1.61 -1.01 -0.78  C3 1.146
13 H -0.86 0.37 -1.64  C4 1.058
14 H -2.29 -0.67 -1.64  C4 1.123
15 H 1.50 0.64 1.63  C5 1.047
16 H 0.94 2.98 1.46  N6 1.061
17 H 0.59 3.51 -0.17  N6 0.991

Mulliken population analysis, charges in e, atoms 1 to 8:
1. C 0.482
2. C -0.329
3. C -0.511
4. C -1.005
5. C -0.375
6. N -0.440
7. O -0.646
8. Se -0.112

Record 6
Entry from the OMol25 dataset: the molecule C5H7FO (ωB97M-V/def2-TZVPD).

Energy ... -10061.137 eV
SMILES ... C=C(F)/C=C(/C)O
HOMO ... -0.297 Ha
ΔE to the lowest compared entry with this formula, charge and spin ... 37.1 kcal per mole
Gap between HOMO and LUMO ... 8.6651 eV

Bonds (Å) are listed after each position.
Geometry (Å):
1 C 1.00 -1.76 2.33  C2 1.411, H8 1.071, H9 1.069
2 C 0.82 -0.68 1.45  C1 1.411, F3 1.368, C4 1.573
3 F 1.66 0.36 1.78  C2 1.368
4 C 0.02 -0.27 0.16  C2 1.573, C5 1.429, H10 1.085
5 C -0.24 0.83 -0.71  C4 1.429, C6 1.493, O7 1.346
6 C -1.11 0.60 -1.90  C5 1.493, H11 1.090, H12 1.088, H13 1.090
7 O 0.23 2.07 -0.47  C5 1.346, H14 0.965
8 H 0.43 -2.66 2.24  C1 1.071
9 H 1.73 -1.64 3.11  C1 1.069
10 H -0.49 -1.16 -0.20  C4 1.085
11 H -2.16 0.58 -1.60  C6 1.090
12 H -0.87 -0.34 -2.38  C6 1.088
13 H -0.98 1.40 -2.64  C6 1.090
14 H -0.03 2.67 -1.17  O7 0.965

Mulliken population analysis, charges in e, atoms 1 to 8:
1. C -0.934
2. C 0.418
3. F -0.282
4. C -0.373
5. C 0.819
6. C -1.299
7. O -0.459
8. H 0.260

One value per record, in order, for molecular weight: 213.2, 95.1, 216.2, 111.6, 178.1, 102.1 g/mol.